Molecular formula: C4H12N2O
Method: DFT, ωB97M-V/def2-TZVPD

Values from the calculation:
**HOMO-LUMO gap (spin up / spin down)**: 11.18 / 5.69 eV
**HOMO level (spin up / spin down)**: -0.520 / -0.509 Eh
**Total charge**: +1
**Energy above the lowest of the compared OMol25 structures with the same formula, charge and spin**: 31.7 kcal/mol
**LUMO level (spin up / spin down)**: -0.10926 / -0.29982 Ha
**Max |F|**: 2.0 eV/A
**Spin multiplicity**: 2
**DFT total energy**: -344.011939 a.u.

Each line ends with the natural charge from an NBO analysis.
Cartesian coordinates (Å):
N -0.07 0.47 -1.30  -0.4870
C -0.01 -0.25 -0.05  -0.1007
C 0.53 0.74 0.98  -0.4207
C 2.00 1.08 0.61  -0.0749
O 2.31 1.16 -0.76  -0.5509
C -1.46 -0.72 0.27  -0.2110
N -1.97 -1.68 -0.67  -0.8280
H -0.23 -0.18 -2.08  0.4154
H -0.81 1.18 -1.34  0.4114
H 1.96 0.38 -1.21  0.4735
H 0.57 -1.16 -0.06  0.2348
H -0.07 1.65 1.04  0.2311
H 0.56 0.30 1.97  0.2484
H 2.58 0.29 1.08  0.1944
H 2.26 2.07 0.98  0.2239
H -1.35 -1.18 1.27  0.2250
H -2.19 0.05 0.50  0.2281
H -2.97 -1.59 -0.70  0.3983
H -1.62 -2.62 -0.53  0.3890

=====

Molecular formula: C4H12N2O2
Method: DFT, ωB97M-V/def2-TZVPD

Values from the calculation:
**HOMO-LUMO gap**: 9.69 eV
**HOMO level**: -0.337 Eh
**Energy above the lowest of the compared OMol25 structures with the same formula, charge and spin**: 46.2 kcal/mol
**LUMO level**: 0.01971 Ha
**Max |F|**: 2.3 eV/A
**Spin multiplicity**: 1
**SMILES**: CNCC(=O)NC.O
**DFT total energy**: -419.574815 a.u.

Each line ends with the natural charge from an NBO analysis.
Cartesian coordinates (Å):
C -1.85 -0.36 -0.28  -0.4183
N -0.75 0.56 0.01  -0.6465
C 0.40 -0.11 0.64  -0.3028
C 1.65 0.72 0.89  0.6614
O 2.54 0.19 1.54  -0.6349
N 1.76 2.02 0.55  -0.6067
C 1.05 2.86 -0.43  -0.4236
H -2.01 -0.45 -1.36  0.1879
H -2.78 0.03 0.10  0.1963
H -1.71 -1.39 0.05  0.1834
H -1.12 1.32 0.56  0.3576
H 0.07 -0.49 1.57  0.2031
H 0.72 -0.89 -0.06  0.2155
H 2.59 2.46 0.91  0.3987
H 1.80 3.24 -1.11  0.1957
H 0.22 2.36 -0.91  0.2450
H 0.68 3.72 0.14  0.1878
O -1.28 -5.50 -1.23  -0.9263
H -1.22 -5.62 -0.27  0.4640
H -0.78 -4.68 -1.31  0.4626

=====

Molecular formula: C4H12N2O2
Method: DFT, ωB97M-V/def2-TZVPD

Values from the calculation:
**HOMO-LUMO gap**: 8.81 eV
**HOMO level**: -0.291 Eh
**Energy above the lowest of the compared OMol25 structures with the same formula, charge and spin**: 149.8 kcal/mol
**LUMO level**: 0.03283 Ha
**Max |F|**: 2.7 eV/A
**Spin multiplicity**: 1
**DFT total energy**: -419.409769 a.u.

Each line ends with the natural charge from an NBO analysis.
Cartesian coordinates (Å):
C -2.87 0.48 0.12  -0.0405
C -2.24 1.67 -0.41  -0.7128
O -1.49 -0.46 -0.50  -0.4513
O -1.26 -1.88 -0.52  -0.4705
H -0.51 -1.97 0.09  0.4678
H -3.71 0.06 -0.42  0.2086
H -2.84 0.32 1.20  0.2004
H -2.75 2.13 -1.25  0.2289
H -1.27 1.00 -0.83  0.3370
H -1.82 2.36 0.31  0.2247
C 2.09 -0.39 0.21  0.3575
N 1.07 -0.78 1.10  -0.8577
N 1.60 -0.13 -1.07  -0.8270
C 3.37 -0.25 0.58  -0.6042
H 0.25 -0.19 1.02  0.3885
H 1.38 -0.83 2.06  0.3819
H 0.86 -0.75 -1.37  0.3896
H 2.32 -0.01 -1.77  0.3815
H 4.14 -0.02 -0.15  0.1997
H 3.68 -0.36 1.60  0.1979

=====

Molecular formula: C4H12N2O2
Method: DFT, ωB97M-V/def2-TZVPD

Values from the calculation:
**HOMO-LUMO gap**: 9.43 eV
**HOMO level**: -0.318 Eh
**Energy above the lowest of the compared OMol25 structures with the same formula, charge and spin**: 66.0 kcal/mol
**LUMO level**: 0.02879 Ha
**Max |F|**: 3.0 eV/A
**Spin multiplicity**: 1
**SMILES**: C[C@@H](C=O)NCN.O
**DFT total energy**: -419.543272 a.u.

Each line ends with the natural charge from an NBO analysis.
Cartesian coordinates (Å):
C 0.01 -0.39 1.92  -0.6458
C 0.31 0.85 0.91  -0.1341
C 1.85 0.97 0.94  0.4513
O 2.57 0.07 0.58  -0.5291
N -0.18 0.61 -0.42  -0.6599
C -1.63 0.43 -0.54  -0.0502
N -1.97 -0.95 -0.92  -0.8582
H -0.93 -0.87 1.72  0.2213
H 0.92 -0.99 2.00  0.2282
H -0.01 0.15 2.89  0.2049
H -0.20 1.67 1.36  0.1970
H 2.30 1.81 1.49  0.1164
H 0.27 -0.21 -0.80  0.3781
H -2.21 1.08 -1.21  0.1850
H -2.10 0.49 0.43  0.1690
H -2.10 -1.26 -1.87  0.3711
H -1.24 -1.54 -0.53  0.3493
O 1.40 -1.06 -2.64  -0.9276
H 1.07 -0.40 -3.25  0.4637
H 1.86 -0.44 -2.06  0.4698

=====

Molecular formula: C4H12N2O2
Method: DFT, ωB97M-V/def2-TZVPD

Values from the calculation:
**HOMO-LUMO gap**: 9.15 eV
**HOMO level**: -0.313 Eh
**Energy above the lowest of the compared OMol25 structures with the same formula, charge and spin**: 17.7 kcal/mol
**LUMO level**: 0.02308 Ha
**Max |F|**: 1.0 eV/A
**Spin multiplicity**: 1
**DFT total energy**: -419.620205 a.u.

Each line ends with the natural charge from an NBO analysis.
Cartesian coordinates (Å):
N -0.45 -2.68 -2.18  -0.8749
C -0.53 -1.80 -1.13  0.8691
O -1.64 -1.37 -0.78  -0.7936
O 0.58 -1.49 -0.58  -0.8409
H -1.29 -2.93 -2.67  0.3897
H 0.45 -3.02 -2.46  0.3891
C 1.80 1.50 -0.20  -0.6289
C 0.30 1.44 0.12  -0.2168
N 0.04 0.41 1.16  -0.5518
C -1.34 0.49 1.74  -0.4149
H 2.12 0.55 -0.62  0.2550
H 1.98 2.28 -0.94  0.2255
H 2.31 1.78 0.72  0.1945
H -0.06 2.40 0.48  0.1909
H -0.27 1.08 -0.74  0.2421
H 0.75 0.41 1.88  0.3962
H 0.14 -0.55 0.63  0.4936
H -1.44 1.49 2.17  0.1931
H -1.42 -0.32 2.46  0.2200
H -2.03 0.33 0.93  0.2631

=====

Molecular formula: C4H12N2O2
Method: DFT, ωB97M-V/def2-TZVPD

Values from the calculation:
**HOMO-LUMO gap**: 9.59 eV
**HOMO level**: -0.324 Eh
**Energy above the lowest of the compared OMol25 structures with the same formula, charge and spin**: 26.5 kcal/mol
**LUMO level**: 0.02851 Ha
**Max |F|**: 0.9 eV/A
**Spin multiplicity**: 1
**SMILES**: CC(N)=O.CNCO
**DFT total energy**: -419.606184 a.u.

Each line ends with the natural charge from an NBO analysis.
Cartesian coordinates (Å):
C 0.10 0.67 -1.85  -0.7260
C 1.33 -0.10 -1.42  0.7035
N 2.46 0.63 -1.42  -0.8203
O 1.33 -1.27 -1.09  -0.6573
H 0.23 1.01 -2.87  0.2203
H -0.03 1.53 -1.19  0.2347
H -0.77 0.03 -1.78  0.2628
H 3.34 0.19 -1.15  0.4039
H 2.47 1.59 -1.70  0.3943
C -0.85 0.85 2.08  -0.4087
N -0.48 -0.14 1.10  -0.6562
C -1.40 -1.25 0.97  0.1078
O -1.29 -1.86 -0.27  -0.7462
H -1.85 1.23 1.84  0.1923
H -0.88 0.46 3.12  0.1638
H -0.14 1.68 2.04  0.1959
H 0.46 -0.49 1.28  0.3584
H -1.25 -2.01 1.78  0.1226
H -2.42 -0.87 1.05  0.1557
H -0.35 -1.88 -0.53  0.4988

=====

Molecular formula: C4H12N2O2
Method: DFT, ωB97M-V/def2-TZVPD

Values from the calculation:
**HOMO-LUMO gap**: 7.44 eV
**HOMO level**: -0.337 Eh
**Energy above the lowest of the compared OMol25 structures with the same formula, charge and spin**: 139.2 kcal/mol
**LUMO level**: -0.06394 Ha
**Max |F|**: 4.4 eV/A
**Spin multiplicity**: 1
**DFT total energy**: -419.426671 a.u.

Each line ends with the natural charge from an NBO analysis.
Cartesian coordinates (Å):
N 1.59 -1.58 -1.14  -0.8362
C 1.65 -0.15 -1.17  -0.2291
C 0.97 0.60 0.02  -0.2291
N -0.41 0.12 0.14  -0.6639
C -1.26 0.94 0.98  0.0755
C -1.56 0.39 2.24  0.2006
O -1.23 -0.80 2.51  -0.6597
H 0.69 -1.87 -1.37  0.3727
H 1.86 -2.03 -0.29  0.3520
H 2.76 0.15 -1.21  0.1920
H 1.13 0.19 -2.14  0.2203
H 1.50 0.38 0.93  0.2000
H 0.95 1.66 -0.18  0.2044
H -0.47 -0.77 0.74  0.4294
H -1.63 1.92 0.65  0.2288
H 0.10 1.53 2.55  0.0089
H -2.18 0.92 2.96  0.1759
H -2.10 -0.71 -2.56  0.4674
H -1.17 -0.22 -1.36  0.4878
O -1.21 -0.67 -2.27  -0.9975

=====

Molecular formula: C4H12N2O2
Method: DFT, ωB97M-V/def2-TZVPD

Values from the calculation:
**HOMO-LUMO gap**: 12.15 eV
**HOMO level**: -0.700 Eh
**Total charge**: +2
**Energy above the lowest of the compared OMol25 structures with the same formula, charge and spin**: 25.7 kcal/mol
**LUMO level**: -0.25331 Ha
**Max |F|**: 3.1 eV/A
**Spin multiplicity**: 1
**SMILES**: [NH3+]CC[C@@H]([NH3+])C(=O)O
**DFT total energy**: -418.961007 a.u.

Each line ends with the natural charge from an NBO analysis.
Cartesian coordinates (Å):
N -2.64 1.23 0.22  -0.6677
C -1.25 1.53 0.55  -0.2522
C -0.50 0.28 1.00  -0.4483
C 0.88 0.00 0.39  -0.1356
N 1.72 -0.84 1.45  -0.6777
C 0.90 -0.75 -0.95  0.7596
O 1.70 -1.48 -1.39  -0.4773
O -0.19 -0.24 -1.61  -0.7200
H -3.21 2.04 -0.06  0.4713
H -2.67 0.69 -0.64  0.4508
H -3.27 0.66 0.77  0.4633
H -0.66 1.90 -0.33  0.2629
H -1.09 2.38 1.18  0.2706
H -0.45 0.15 2.12  0.2461
H -1.07 -0.65 0.83  0.2450
H 1.42 0.88 0.09  0.2690
H 1.95 -1.71 0.97  0.4729
H 2.52 -0.23 1.66  0.4712
H 1.18 -1.03 2.29  0.4511
H -0.24 -0.80 -2.47  0.5449

=====

Molecular formula: C4H12N2O2S
Method: DFT, ωB97M-V/def2-TZVPD

Values from the calculation:
**HOMO-LUMO gap (spin up / spin down)**: 6.82 / 6.82 eV
**HOMO level (spin up / spin down)**: -0.287 / -0.287 Eh
**Energy above the lowest of the compared OMol25 structures with the same formula, charge and spin**: 139.1 kcal/mol
**LUMO level (spin up / spin down)**: -0.03595 / -0.03593 Ha
**Max |F|**: 5.1 eV/A
**Spin multiplicity**: 1
**DFT total energy**: -817.589427 a.u.

Each line ends with the natural charge from an NBO analysis.
Cartesian coordinates (Å):
C 3.54 -0.10 -0.15  -0.6518
C -0.32 1.58 0.59  -0.6445
C 2.10 -0.13 0.40  -0.1638
C 1.19 0.94 -0.18  0.1691
N 1.22 -1.19 -0.13  -0.6783
N -4.56 -0.68 0.01  -1.0910
O -1.63 0.18 -1.35  -0.9996
O -1.15 -0.91 0.85  -1.0206
S -1.84 0.23 0.11  1.6333
H 3.61 0.80 -0.77  0.2126
H 4.42 0.06 0.48  0.2431
H 3.87 -0.88 -0.88  0.2342
H -0.29 2.61 0.33  0.2059
H -0.34 1.51 1.67  0.2061
H 1.97 -0.15 1.55  0.2284
H 1.43 1.15 -1.20  0.1750
H 0.28 -1.28 0.30  0.4500
H 1.31 -1.22 -1.19  0.3859
H -5.44 -0.25 0.50  0.3652
H -4.76 -1.75 0.12  0.3631
H -4.60 -0.51 -1.06  0.3778

=====

Molecular formula: C4H12N2OS
Method: DFT, ωB97M-V/def2-TZVPD

Values from the calculation:
**HOMO-LUMO gap**: 9.80 eV
**HOMO level**: -0.331 Eh
**Energy above the lowest of the compared OMol25 structures with the same formula, charge and spin**: 47.5 kcal/mol
**LUMO level**: 0.02902 Ha
**Max |F|**: 3.4 eV/A
**Spin multiplicity**: 1
**DFT total energy**: -742.485356 a.u.

Each line ends with the natural charge from an NBO analysis.
Cartesian coordinates (Å):
C 0.80 -1.02 -1.26  -0.6134
C -0.42 1.13 -1.69  -0.6093
C 1.05 0.96 0.32  -0.6424
C 0.12 0.21 -0.59  0.1249
N -0.08 -0.81 2.47  -1.0991
N -1.04 -0.25 0.20  -0.8996
O -2.56 -1.25 1.74  -0.9769
S -1.13 -1.44 1.34  1.5712
H 0.91 -1.68 -0.47  0.2033
H 0.09 -1.55 -1.94  0.2233
H 1.78 -0.74 -1.65  0.2140
H -0.47 2.12 -1.36  0.2090
H -1.38 0.74 -2.00  0.2211
H 0.19 0.99 -2.66  0.2174
H 0.51 1.73 0.89  0.2170
H 1.73 0.25 0.86  0.2202
H 1.78 1.42 -0.23  0.2130
H 0.29 0.10 2.39  0.3976
H -0.27 -1.13 3.38  0.3925
H -1.89 0.23 0.27  0.4163